Molecular formula: C6H3FO8Pm
Method: DFT, the ωB97M-V functional and the def2-TZVPD basis

Last column: Löwdin spin population.
CARTESIAN COORDINATES (ANGSTROEM)
C1 0.16 1.18 -2.96  0.000
C2 -1.17 1.82 -3.39  0.000
O1 -1.21 1.63 -4.80  0.000
C3 -0.27 0.77 -5.18  0.000
O2 0.50 0.41 -4.15  0.000
O3 -0.15 0.35 -6.30  0.000
O4 0.18 0.48 -1.89  -0.014
F1 1.14 2.19 -2.94  0.000
H1 -1.21 2.89 -3.16  0.000
O5 1.12 -0.84 2.64  0.099
C4 0.63 -1.26 3.73  0.032
C5 -0.60 -1.34 4.29  0.221
O6 -0.44 -1.85 5.59  0.072
C6 0.84 -2.12 5.78  -0.001
O7 1.31 -2.66 6.75  0.032
O8 1.53 -1.77 4.68  -0.008
Pm1 1.26 0.05 0.31  3.559
H2 -1.60 -1.23 3.90  0.008
H3 -2.02 1.29 -2.92  0.000

LUMO (alpha / beta)	-0.2548 / -0.2730	hartree
charge	+1
2S+1	5

***

Molecular formula: C23H13BaCl6N3O14
Method: DFT, the ωB97M-V functional and the def2-TZVPD basis

Last column: Löwdin charge in e.
CARTESIAN COORDINATES (ANGSTROEM)
Ba1 0.47 0.49 -0.11  1.984
O1 -4.53 0.54 1.34  0.103
C1 -3.25 0.25 1.03  -0.508
O2 -2.57 0.99 0.36  0.075
C2 -2.79 -1.03 1.67  -0.149
O3 -1.63 -1.53 1.08  -0.216
C3 -1.91 -2.40 -0.02  -0.118
C4 -0.59 -2.77 -0.74  -0.710
O4 0.01 -1.78 -1.25  -0.237
O5 -0.28 -3.96 -0.75  0.008
H1 -4.71 1.40 0.93  0.131
H2 -2.57 -0.79 2.72  0.136
H3 -3.61 -1.76 1.66  0.139
H4 -2.36 -3.33 0.32  0.126
H5 -2.57 -1.88 -0.73  0.135
O6 -0.05 6.68 -2.75  0.060
C5 0.01 5.57 -2.26  -0.298
C6 -0.36 4.28 -2.94  -0.311
O7 -0.85 4.17 -4.05  0.054
C7 -0.06 3.18 -1.99  -0.361
C8 0.40 3.75 -0.76  -0.380
O8 0.62 3.14 0.32  -0.289
C9 0.40 5.21 -0.86  -0.336
O9 0.60 6.01 0.06  -0.030
O10 -0.26 1.96 -2.23  -0.173
O11 4.81 -3.03 -3.07  0.102
C10 4.31 -3.95 -2.27  -0.526
O12 4.45 -5.14 -2.48  0.031
C11 3.57 -3.48 -1.06  -0.036
C12 3.04 -4.33 -0.11  -0.581
Cl1 2.93 -6.03 -0.09  0.799
N1 2.47 -3.59 0.86  -0.071
N2 2.58 -2.27 0.59  0.153
C13 3.23 -2.19 -0.56  -0.124
C14 3.49 -0.82 -1.14  -0.601
O13 4.20 -0.76 -2.17  0.030
O14 3.00 0.15 -0.52  -0.232
C15 1.82 -3.98 2.05  -0.190
C16 0.63 -3.35 2.39  0.009
C17 -0.01 -3.68 3.57  -0.065
C18 0.53 -4.65 4.41  -0.100
C19 1.72 -5.27 4.07  -0.093
C20 2.37 -4.93 2.89  -0.043
H6 4.63 -2.08 -2.72  0.054
H7 0.20 -2.61 1.73  0.091
H8 -0.93 -3.18 3.83  0.102
H9 0.02 -4.91 5.33  0.093
H10 2.15 -6.01 4.72  0.096
H11 3.31 -5.40 2.64  0.095
Cl2 2.89 -0.43 4.70  0.470
C21 3.45 -0.02 3.06  -1.005
Cl3 2.86 1.54 2.52  0.565
H12 3.08 -0.79 2.39  -0.010
H13 4.54 0.00 3.09  0.026
Cl4 -0.45 3.62 5.08  0.574
C22 -1.12 3.44 3.42  -1.542
Cl5 -2.93 3.43 3.54  0.568
Cl6 -0.56 4.72 2.39  0.764
C23 -0.72 2.11 2.97  -0.394
N3 -0.43 1.02 2.75  0.161

relative energy (zero: lowest compared OMol25 entry of this formula, charge and spin)	24.87	kcal per mole
LUMO	0.1222	hartree
charge	-2

***

Molecular formula: C20H32FeN2OS5
Method: DFT, the ωB97M-V functional and the def2-TZVPD basis

Last column: Löwdin charge in e.
CARTESIAN COORDINATES (ANGSTROEM)
Fe1 -0.71 -0.02 -0.98  -0.090
C1 -3.49 -0.43 -2.87  -0.462
C2 -3.33 -1.75 -2.15  -0.443
S1 -1.58 -2.01 -1.80  0.959
C3 -1.67 -3.17 -0.43  -0.452
C4 -0.27 -3.24 0.19  -0.449
S2 0.49 -1.64 0.56  0.930
C5 -0.21 -1.25 2.18  -0.461
C6 -1.69 -0.91 2.17  -0.428
S3 -1.90 0.46 1.02  0.974
C7 -3.62 0.46 0.51  -0.434
C8 -3.70 1.38 -0.70  -0.446
S4 -2.62 0.96 -2.11  0.946
H1 -4.55 -0.17 -2.97  0.103
H2 -3.07 -0.49 -3.87  0.089
H3 -3.68 -2.57 -2.79  0.104
H4 -3.89 -1.80 -1.22  0.072
H5 -1.97 -4.15 -0.79  0.107
H6 -2.42 -2.82 0.28  0.066
H7 0.42 -3.73 -0.50  0.090
H8 -0.28 -3.83 1.11  0.103
H9 0.39 -0.41 2.53  0.041
H10 -0.02 -2.09 2.84  0.106
H11 -1.98 -0.57 3.17  0.103
H12 -2.33 -1.75 1.91  0.075
H13 -4.26 0.84 1.31  0.104
H14 -3.93 -0.56 0.29  0.066
H15 -3.38 2.39 -0.44  0.090
H16 -4.72 1.45 -1.07  0.101
C9 2.52 0.51 5.30  -0.023
C10 2.18 0.94 3.90  -0.254
C11 1.12 1.82 3.66  -0.019
C12 0.81 2.24 2.37  -0.078
C13 1.58 1.78 1.31  -0.417
C14 2.63 0.89 1.53  -0.097
C15 2.92 0.48 2.82  -0.024
S5 1.25 2.25 -0.37  1.004
C16 1.24 4.03 -0.24  -0.201
O1 -0.23 1.93 -0.64  -0.650
H17 1.85 0.96 6.03  0.085
H18 3.54 0.81 5.55  0.098
H19 2.47 -0.57 5.40  0.092
H20 0.54 2.19 4.49  0.127
H21 -0.01 2.92 2.21  0.116
H22 3.23 0.55 0.69  0.109
H23 3.76 -0.19 2.99  0.132
H24 0.51 4.33 0.51  0.066
H25 0.97 4.41 -1.22  0.071
H26 2.24 4.35 0.04  0.080
C17 4.01 -0.90 -3.69  0.020
N1 2.63 -0.51 -3.42  -0.103
C18 1.75 0.05 -4.32  -0.018
C19 0.58 0.21 -3.66  -0.098
N2 0.72 -0.24 -2.37  -0.086
C20 1.97 -0.66 -2.26  -0.160
H27 4.52 -0.09 -4.20  0.104
H28 4.03 -1.80 -4.30  0.105
H29 4.51 -1.09 -2.74  0.097
H30 2.04 0.27 -5.33  0.139
H31 -0.35 0.62 -4.02  0.105
H32 2.41 -1.09 -1.38  0.113

LUMO (alpha / beta)	-0.1742 / -0.1767	hartree
charge	+2

***

Molecular formula: C6H14BrMgO3
Method: DFT, the ωB97M-V functional and the def2-TZVPD basis

Last column: Löwdin charge in e.
CARTESIAN COORDINATES (ANGSTROEM)
Mg1 4.73 4.69 5.81  0.438
C1 4.67 3.99 8.81  -0.021
O1 4.78 4.99 7.78  -0.315
C2 5.61 6.09 8.28  -0.106
C3 5.14 7.22 7.40  -0.091
O2 4.97 6.74 6.02  -0.226
C4 5.88 7.35 5.06  -0.142
C5 5.99 6.38 3.96  -0.151
O3 6.37 5.10 4.54  -0.282
C6 6.51 3.97 3.67  -0.060
H1 4.09 4.39 9.66  0.118
H2 4.20 3.12 8.37  0.102
H3 5.69 3.75 9.17  0.115
H4 5.35 6.20 9.33  0.142
H5 6.67 5.74 8.10  0.169
H6 4.15 7.59 7.62  0.147
H7 5.80 8.10 7.32  0.144
H8 5.39 8.29 4.72  0.168
H9 6.87 7.54 5.52  0.152
H10 4.96 6.28 3.51  0.157
H11 6.69 6.66 3.15  0.162
H12 5.83 3.17 3.98  0.058
H13 6.33 4.31 2.65  0.107
H14 7.57 3.62 3.78  0.127
Br1 2.94 3.53 4.78  0.086

LUMO	-0.1135	hartree
charge	+1

***

Computed values of max |F| (unit: eV/A) for the preceding records, in sequence: 4.7, 1.0, 1.2, 2.1.